1.
Density functional theory data (ωB97M-V/def2-TZVPD) for a gas-phase ion, C14H22NO2S2 (charge +1) at a distorted geometry.

Structure (XYZ):
```
41
Properties=species:S:1:pos:R:3:forces:R:3
C -0.4175 -3.8674 -1.2888 0.1978 0.2781 0.1425
C -0.7614 -3.5281 0.0208 -0.2751 0.1529 0.0255
C -0.9554 -2.1860 0.3778 0.3229 -0.0499 -0.3393
C -0.7184 -1.1904 -0.5776 -0.2117 -0.1567 0.1211
C -0.3714 0.2396 -0.1385 -1.6141 -0.4115 -0.2233
S -0.8204 1.3298 -1.4856 -1.1731 0.3892 -0.5591
C -1.8428 2.6544 -0.8084 -0.2012 0.1565 -0.4267
C -3.0848 2.1921 -0.0691 0.0396 -0.0331 -0.1036
C -2.7940 1.3613 1.1806 -0.6548 -0.1979 0.1167
S -1.1163 0.7584 1.4592 0.6236 0.2561 0.2448
C -0.6214 -1.5439 -1.9345 0.3406 -0.4821 -0.1119
C -0.4153 -2.8840 -2.2841 -0.2605 0.2591 0.3327
H -0.1112 -4.8814 -1.5280 -0.3217 0.0624 -0.0093
H -0.8494 -4.3012 0.7877 -0.0140 0.2121 -0.2896
H -1.2330 -1.8847 1.3924 0.3600 -0.2666 -0.2912
H -1.2673 3.4109 -0.2675 -0.1710 -0.1839 -0.0583
H -2.1598 3.0767 -1.7685 0.0475 0.3194 0.2146
H -3.6695 3.0773 0.2138 0.1288 -0.1878 -0.0549
H -3.7109 1.6021 -0.7431 0.1579 0.0905 -0.0445
H -2.9844 1.9836 2.0726 0.2464 -0.4701 -0.1935
H -3.4592 0.4933 1.2177 0.0145 0.2555 0.0858
H -0.6517 -0.7824 -2.7217 0.2278 -0.3767 0.3820
H -0.2356 -3.1530 -3.3234 -0.0878 0.0643 0.2282
O 1.7750 2.2506 1.7409 0.1116 0.6981 -0.1489
C 1.5020 2.7393 0.4183 0.0381 0.2374 0.5333
C 1.7861 1.5750 -0.4936 0.5973 -0.5254 0.1252
N 1.1320 0.3268 0.1246 1.3755 -0.1023 -0.4352
C 2.0039 -0.9088 -0.1878 0.0384 0.3490 -0.2554
C 2.1838 -1.8192 1.0195 -0.0309 -0.2491 0.4538
O 2.1581 -0.9876 2.1859 0.2449 -0.5100 0.0055
H 1.8795 3.0025 2.3445 -0.1028 -0.3816 -0.1797
H 0.4521 3.0604 0.3300 0.5341 -0.0267 0.1368
H 2.1796 3.5721 0.1848 -0.2593 -0.1723 -0.1724
H 1.4180 1.7235 -1.5194 0.4178 -0.1076 0.6389
H 2.8620 1.3588 -0.5057 -0.3718 0.1939 0.1230
H 1.2474 0.4686 1.1442 0.1467 -0.0111 0.0330
H 1.6095 -1.4392 -1.0623 0.1103 0.1878 0.3872
H 2.9817 -0.4965 -0.4507 -0.2715 -0.0955 0.0685
H 1.4038 -2.5938 1.0841 0.3620 0.3413 -0.0839
H 3.1724 -2.3030 0.9262 -0.4057 0.0812 -0.1032
H 2.5041 -1.5064 2.9327 -0.2573 0.4133 -0.3152
```
Forces are in eV/Å.

Output
Electronic energy ... -1547.992431 hartree
Net charge ... +1
SMILES ... OCC[NH+](CCO)C1(c2ccccc2)SCCCS1
Energy above the lowest of the compared OMol25 structures with the same formula, charge and spin ... 0.0000 eV
LUMO energy ... -2.17 eV

---

2.
Density functional theory data (ωB97M-V/def2-TZVPD) for 2 unconnected molecules or ions with the total composition CH6OS at a distorted geometry.

Structure (XYZ):
```
9
Properties=species:S:1:pos:R:3:forces:R:3
S 0.6477 -1.0197 1.2983 0.7964 0.0557 0.8727
C 0.0000 0.0000 0.0000 -0.6384 0.1475 -1.4462
H 1.9406 -0.7429 1.0257 -0.2401 -0.2327 0.1709
H 0.6093 0.8821 -0.2595 -0.2019 -0.4345 0.3397
H -1.0216 0.3373 0.2431 0.4776 -0.1957 -0.0148
H -0.0488 -0.6648 -0.8788 -0.1932 0.6837 0.0640
O 0.7997 3.7215 2.4711 0.3885 -0.2629 -1.1709
H 0.6746 2.8747 1.9858 0.1542 0.8801 0.5298
H 1.3018 4.2932 1.8471 -0.5430 -0.6413 0.6546
```
Forces are in eV/Å.

Output
Electronic energy ... -515.101836 hartree
Net charge ... 0
SMILES ... CS.O
Energy above the lowest of the compared OMol25 structures with the same formula, charge and spin ... 0.2097 eV
LUMO energy ... 0.60 eV

---

3.
Density functional theory data (ωB97M-V/def2-TZVPD) for 2 unconnected molecules or ions with the total composition C2H3N3 at a distorted geometry.

Structure (XYZ):
```
8
Properties=species:S:1:pos:R:3:forces:R:3
C 0.2128 0.4117 -0.0790 -3.9921 -3.7049 -0.9406
C 1.3877 -0.3750 0.0314 1.9577 -1.5854 0.3638
N 2.7485 -0.0861 -0.6172 -1.3986 0.3832 1.6060
N 2.5979 0.2376 0.5496 1.3126 0.7296 -1.0899
N 0.0624 1.6023 0.0820 2.4333 1.0845 0.2911
H -1.0711 -0.6556 -0.3248 2.9864 2.5171 0.5665
H 1.3455 -1.3538 0.4741 -0.7223 -0.4184 -0.5811
H -0.8304 1.9519 0.0592 -2.5770 0.9945 -0.2158
```
Forces are in eV/Å.

Output
Electronic energy ... -242.094023 hartree
Net charge ... 0
Energy above the lowest of the compared OMol25 structures with the same formula, charge and spin ... 4.8614 eV
LUMO energy ... 0.27 eV

---

4.
Density functional theory data (ωB97M-V/def2-TZVPD) for a molecular structure, C4H5O2Rb at a distorted geometry.

Structure (XYZ):
```
12
Properties=species:S:1:pos:R:3:forces:R:3
O -3.0032 0.2606 0.1053 -0.3369 -1.1763 0.5828
C -1.9048 -0.4801 0.4910 -0.8307 1.3284 -0.7019
H -1.5374 1.2315 -0.3924 2.5333 -1.3332 0.9691
H -1.7512 -1.4008 -0.1277 -0.0910 -0.2123 0.5552
H -1.8614 -0.6677 1.5921 -0.0484 -0.5806 -0.3250
C -0.7254 0.4720 0.1665 -1.6730 2.3777 -0.6412
C 0.3596 -0.1147 -0.6448 1.8032 -0.2200 -0.9021
C 1.6720 -0.0087 -0.3922 -1.8103 -1.4680 1.5799
O 2.6626 -0.2789 0.2116 0.4668 0.9249 -1.0208
Rb 6.3341 0.7645 -0.5758 -0.1472 -0.0382 0.0349
H -0.3602 0.9556 1.0830 0.1446 0.0007 -0.2558
H 0.1153 -0.7335 -1.5166 -0.0105 0.3969 0.1248
```
Forces are in eV/Å.

Output
Spin multiplicity ... 2
Electronic energy ... -329.836849 hartree
Net charge ... -1
Expectation value of S² ... 0.750
Energy above the lowest of the compared OMol25 structures with the same formula, charge and spin ... 0.0194 eV
LUMO energy (alpha / beta) ... 1.80 / 2.25 eV